Record 1
The following is a quantum chemistry calculation of a 2-piece molecular cluster, C2H7N2O2 overall, from OMol25.

Last column: Mulliken charge in e.
Element x y z (Å)
O  -1.58  -0.60  -0.78  -0.7147
O  -2.96  0.83  0.28  -0.6367
N  0.87  0.97  -0.75  -0.7620
N  1.47  -1.11  0.28  -0.7350
C  1.37  0.33  0.46  -0.3162
C  -2.48  -0.29  0.03  0.0027
H  -2.97  -1.16  0.54  0.3370
H  -0.03  0.54  -0.97  0.3367
H  0.72  0.51  1.33  0.2948
H  2.02  -1.26  -0.56  0.2594
H  0.53  -1.43  0.03  0.3300
H  0.69  1.95  -0.58  0.2295
H  2.36  0.72  0.70  0.3745

Summary:
HOMO-LUMO gap   8.8 eV
Total charge   -1
HOMO level   -4.41 eV

***

Record 2
The following is a quantum chemistry calculation of one molecule with the formula C3H7ClO2S at a distorted geometry, from OMol25.

Last column: Mulliken charge in e.
Element x y z (Å)
Cl  -2.43  2.36  1.70  -0.2011
S  -0.04  -1.12  0.13  1.0331
O  -0.75  -2.02  -0.79  -0.6010
O  0.09  -1.45  1.56  -0.6134
C  -0.83  0.79  0.22  -0.8285
C  -1.53  0.84  1.53  -0.4996
C  1.70  -0.78  -0.58  -0.9415
H  1.43  0.00  -1.18  0.3158
H  1.87  -1.70  -1.11  0.3838
H  -1.99  -0.06  1.85  0.4170
H  -1.47  0.71  -0.64  0.4084
H  -0.08  1.44  -0.11  0.4969
H  2.20  -0.56  0.36  0.3406
H  -0.72  0.90  2.30  0.2895

Summary:
HOMO-LUMO gap   10.7 eV
SMILES   CS(=O)(=O)CCCl
HOMO level   -10.12 eV

***

Record 3
The following is a quantum chemistry calculation of C30H26F5N5O5Tl as an isolated structure at a distorted geometry, from OMol25.

Last column: Mulliken charge in e.
Element x y z (Å)
Tl  -0.04  0.61  -0.33  0.9381
F  -0.43  -5.24  -0.86  -0.3477
F  2.17  -5.86  -0.14  -0.3525
F  3.11  -1.32  0.44  -0.2198
F  -1.23  -2.54  -0.75  -0.4581
F  3.86  -3.92  0.52  -0.3467
O  -3.39  -0.18  0.41  -0.3853
O  -5.52  0.10  -1.22  -0.6502
O  7.33  2.47  -2.21  -0.7186
O  6.61  1.72  -4.22  -0.7260
O  -2.10  0.92  2.65  -0.6582
N  -1.13  -1.05  3.17  0.3277
N  0.58  -0.08  -2.75  -0.2361
N  -6.10  2.09  -0.35  0.1156
N  2.00  2.25  1.14  -0.3212
N  2.58  0.95  -1.22  0.0213
C  -7.26  2.08  -1.19  -1.0312
C  -4.24  0.89  0.68  -0.8051
C  4.08  0.99  -3.09  -0.6880
C  -0.33  -0.83  -3.37  0.1222
C  3.56  1.55  -0.53  0.8350
C  1.19  -1.71  -4.90  -0.3943
C  0.08  -2.89  -0.45  0.6275
C  5.10  1.63  -2.38  -0.7408
C  1.84  -0.15  -3.18  0.5230
C  1.72  -4.56  -0.15  0.8383
C  -2.03  -0.30  2.50  0.7814
C  4.80  1.86  -1.06  -0.7046
C  1.59  2.46  2.38  -0.2710
C  3.80  1.95  3.16  -0.6298
C  -0.19  -0.38  4.05  -1.1288
C  -1.10  -2.49  3.15  -1.0446
C  6.51  2.00  -3.01  0.5601
C  2.17  -2.26  0.21  0.0854
C  4.18  1.69  1.87  -0.9397
C  0.88  -1.87  -0.11  -0.2988
C  -0.12  -1.60  -4.51  -0.8766
C  2.88  0.66  -2.51  0.3593
C  -5.35  0.94  -0.37  0.6560
C  2.16  -0.98  -4.24  -0.9415
C  -3.05  -0.99  1.53  -0.5528
C  0.40  -4.26  -0.44  -0.2280
C  2.45  2.30  3.43  -0.5020
C  -5.99  3.08  0.66  -0.8970
C  3.24  1.90  0.83  0.6182
C  2.62  -3.57  0.19  -0.1176
H  3.17  -0.99  -4.54  0.5337
H  -0.91  -2.21  -4.94  0.3907
H  -7.43  3.13  -1.42  0.3438
H  5.19  1.48  1.58  0.4935
H  -6.04  4.11  0.29  0.3480
H  -2.00  -2.88  2.65  0.3745
H  -7.04  1.49  -2.10  0.2925
H  -8.14  1.69  -0.68  0.2971
H  -6.73  3.00  1.54  0.2628
H  -3.67  1.82  0.62  0.3442
H  2.10  2.48  4.46  0.3684
H  5.59  2.27  -0.44  0.5089
H  -1.24  -2.90  4.14  0.3827
H  -1.34  -0.80  -2.83  0.2877
H  -2.60  -1.87  1.11  0.2069
H  4.24  0.86  -4.16  0.6108
H  1.53  -2.33  -5.72  0.4150
H  0.77  -0.77  3.97  0.4708
H  0.54  2.70  2.52  0.5280
H  -5.01  2.99  1.11  0.3329
H  4.46  1.81  3.96  0.4639
H  -0.45  -0.54  5.12  0.3219
H  -0.17  -2.83  2.70  0.2381
H  -0.08  0.65  3.83  0.1878
H  -4.69  0.85  1.68  0.4659
H  -3.93  -1.26  2.13  0.3329

Summary:
HOMO-LUMO gap   7.5 eV
Total charge   -1
HOMO level   -5.50 eV

***

Record 4
The following is a quantum chemistry calculation of a 2-piece molecular cluster, C3H12N2S overall at a distorted geometry, from OMol25.

Last column: Mulliken charge in e.
Element x y z (Å)
S  0.28  -0.06  -2.48  -0.0974
N  -0.85  1.84  2.34  -0.6098
N  -0.63  -0.62  1.49  -0.5988
C  1.43  0.83  -1.38  -0.6717
C  0.59  -1.83  -2.27  -0.7568
C  -1.45  0.40  2.12  -0.4797
H  -1.81  0.14  3.10  0.4023
H  -1.18  -1.43  1.47  0.2866
H  0.56  -2.14  -1.25  0.2724
H  0.10  -2.44  -3.04  0.3075
H  -2.30  0.59  1.48  0.3552
H  0.04  1.76  2.92  0.2676
H  1.89  0.20  -0.60  0.3137
H  2.21  1.30  -2.03  0.3180
H  -0.69  2.14  1.33  0.2210
H  1.70  -1.89  -2.69  0.2312
H  -0.58  -0.44  0.39  0.1362
H  0.70  1.66  -0.89  0.1025

Summary:
HOMO-LUMO gap   9.4 eV
SMILES   CSC.NCN
HOMO level   -8.56 eV

***

Record 5
The following is a quantum chemistry calculation of C6H10O as an isolated structure at a distorted geometry, from OMol25.

Last column: Mulliken charge in e.
Element x y z (Å)
O  -1.03  1.62  0.53  -0.4447
C  -1.09  -0.76  0.63  -0.8942
C  0.31  -0.19  0.00  0.6964
C  -1.59  0.50  -0.12  -0.0688
C  -0.55  0.11  -1.21  -0.6242
C  0.30  1.17  0.74  -0.6193
C  1.70  -0.81  -0.09  -1.6424
H  2.24  -0.85  0.87  0.3405
H  -0.59  -0.84  1.56  0.4368
H  -0.20  0.86  -1.90  0.3236
H  -1.58  -1.66  0.24  0.2969
H  1.68  -1.82  -0.51  0.3714
H  2.32  -0.19  -0.76  0.3453
H  -0.80  -0.84  -1.70  0.3109
H  1.01  1.89  0.31  0.3573
H  0.51  1.10  1.82  0.3324
H  -2.64  0.69  -0.39  0.4821

Summary:
HOMO-LUMO gap   10.3 eV
HOMO level   -9.42 eV

***

Record 6
The following is a quantum chemistry calculation of a 2-piece molecular cluster, C5H8FO4S overall at a distorted geometry, from OMol25.

Last column: Mulliken charge in e.
Element x y z (Å)
S  2.88  0.47  0.00  0.8224
F  -0.22  -0.15  1.82  -0.3520
O  3.55  -0.75  0.50  -0.5869
O  2.71  1.49  1.03  -0.5620
O  3.28  1.06  -1.29  -0.5791
O  -0.69  -1.25  -1.50  -0.6416
C  -0.45  -0.03  0.41  -0.0039
C  -2.09  1.44  -0.97  -1.1060
C  -0.91  1.48  0.07  -0.1590
C  0.06  -2.37  0.51  -1.1466
C  -0.38  -1.24  -0.29  0.9423
H  1.10  -2.54  0.54  0.2893
H  -2.61  2.39  -0.94  0.3634
H  -1.72  1.07  -1.88  0.3504
H  0.02  1.90  -0.33  0.1996
H  -0.10  -2.26  1.66  0.2511
H  -2.93  0.69  -0.68  0.2386
H  -1.15  1.92  1.09  0.2851
H  -0.36  -3.31  0.24  0.3951

Summary:
HOMO-LUMO gap (spin up / spin down)   5.7 / 8.9 eV
Total charge   -1
HOMO level (spin up / spin down)   -3.54 / -5.46 eV

***

Record 7
The following is a quantum chemistry calculation of C17H23F5NO8PS2Si as an isolated structure at a distorted geometry, from OMol25.

Last column: Mulliken charge in e.
Element x y z (Å)
S  -3.43  -0.32  1.55  1.0186
S  -0.55  3.09  0.38  -0.3076
P  -2.17  2.10  0.90  -0.0086
Si  3.18  -0.55  1.47  0.2830
F  0.89  -1.07  -5.23  -0.2883
F  -4.28  -0.16  0.03  -0.1624
F  -1.77  -0.40  3.83  -0.3207
F  -5.45  0.38  -4.24  -0.2672
F  -0.82  1.73  3.34  -0.3149
O  -3.37  -1.88  1.79  -0.5156
O  -1.14  -0.61  -2.52  -0.2572
O  -4.38  0.39  2.60  -0.5311
O  -7.52  -0.46  -4.41  -0.2864
O  -7.62  -1.53  -2.43  -0.3054
O  0.42  -0.40  -0.86  -0.4033
O  -9.31  -1.80  -3.95  -0.5298
O  1.05  -0.90  -3.00  -0.2683
N  -1.86  0.43  1.44  0.2066
C  -6.36  -0.89  -2.50  -0.1094
C  6.10  0.03  2.18  -0.3141
C  0.30  -1.43  -4.07  0.3278
C  0.34  -0.47  2.47  -0.6738
C  -8.24  -1.31  -3.63  0.6184
C  -1.07  0.37  2.73  0.4736
C  4.64  0.69  1.79  0.3562
C  -1.03  -0.77  -3.92  -0.5002
C  5.65  3.32  1.98  -0.4465
C  1.54  0.46  1.84  -0.0510
C  0.13  -0.62  -2.03  0.4578
C  7.36  1.07  2.51  -0.4031
C  7.12  2.72  2.42  -0.3384
C  3.12  -1.09  -0.38  -0.5979
C  4.39  2.31  1.66  -0.1517
C  -6.59  0.14  -3.55  0.2937
C  3.34  -2.07  2.65  -0.9817
H  4.16  -0.81  -0.86  0.3660
H  -1.85  -1.39  -4.31  0.2812
H  0.06  -1.30  1.67  0.2000
H  8.04  3.42  2.69  0.2731
H  3.34  2.77  1.36  0.2648
H  -1.07  0.21  -4.40  0.2769
H  2.37  -2.76  2.64  0.2876
H  0.27  -2.52  -3.99  0.2965
H  4.21  -2.75  2.22  0.2977
H  8.42  0.67  2.81  0.2713
H  5.54  4.48  1.90  0.2699
H  -7.00  1.09  -3.17  0.2786
H  -5.60  -1.62  -2.78  0.1972
H  -2.97  2.01  -0.33  0.1214
H  1.16  0.81  0.77  -0.0945
H  -3.02  2.85  1.83  0.1872
H  0.62  -1.01  3.48  0.3715
H  1.77  1.41  2.51  0.4573
H  -6.09  -0.45  -1.53  0.0832
H  2.83  -2.22  -0.48  0.2621
H  6.27  -1.13  2.23  0.1809
H  3.66  -1.78  3.75  0.2728
H  2.25  -0.46  -0.89  -0.1037

Summary:
HOMO-LUMO gap   6.5 eV
HOMO level   -8.51 eV

***

Record 8
The following is a quantum chemistry calculation of a 2-piece molecular cluster, CH5OS overall at a distorted geometry, from OMol25.

Last column: Mulliken charge in e.
Element x y z (Å)
S  -0.82  -1.86  -0.17  -0.6884
O  1.89  0.76  -1.06  -0.6748
C  -0.89  -0.30  0.58  -0.7114
H  -1.17  -0.43  1.62  0.1835
H  1.75  0.02  -0.48  0.3437
H  -0.01  0.50  0.61  0.0569
H  0.95  1.00  -1.18  0.3384
H  -1.70  0.31  0.09  0.1521

Summary:
HOMO-LUMO gap   6.6 eV
Total charge   -1
HOMO level   -2.21 eV

***

Please write out number 5 again, unchanged.
The following is a quantum chemistry calculation of C6H10O as an isolated structure at a distorted geometry, from OMol25.

Last column: Mulliken charge in e.
Element x y z (Å)
O  -1.03  1.62  0.53  -0.4447
C  -1.09  -0.76  0.63  -0.8942
C  0.31  -0.19  0.00  0.6964
C  -1.59  0.50  -0.12  -0.0688
C  -0.55  0.11  -1.21  -0.6242
C  0.30  1.17  0.74  -0.6193
C  1.70  -0.81  -0.09  -1.6424
H  2.24  -0.85  0.87  0.3405
H  -0.59  -0.84  1.56  0.4368
H  -0.20  0.86  -1.90  0.3236
H  -1.58  -1.66  0.24  0.2969
H  1.68  -1.82  -0.51  0.3714
H  2.32  -0.19  -0.76  0.3453
H  -0.80  -0.84  -1.70  0.3109
H  1.01  1.89  0.31  0.3573
H  0.51  1.10  1.82  0.3324
H  -2.64  0.69  -0.39  0.4821

Summary:
HOMO-LUMO gap   10.3 eV
HOMO level   -9.42 eV